Record 1
The following is a quantum chemistry calculation of a molecular structure, C31H41N4OPdS2Te, from OMol25.

Expectation value of S²: 0.765
Highest occupied orbital energy (alpha / beta): -0.2766 / -0.2770 Eh
Kohn-Sham gap (alpha / beta): 7.503 / 7.461 eV
LUMO energy (alpha / beta): -0.02 / -0.08 eV
Energy relative to the best compared isomer or geometry (same formula, charge and spin): 0.0 kcal/mol

```
! wB97M-V def2-TZVPD RIJCOSX def2/J DEFGRID3
* xyz 0 2
Pd -2.056 -1.251 2.722
S -2.125 -2.018 5.194
C -1.752 -0.337 5.209
N -1.485 0.259 4.071
C -1.288 1.620 4.185
C -1.002 2.497 3.142
C -0.807 3.830 3.447
C -0.888 4.289 4.766
C -1.168 3.420 5.806
C -1.368 2.078 5.504
S -1.733 0.745 6.572
H -0.938 2.120 2.129
H -0.586 4.530 2.652
H -0.732 5.338 4.978
H -1.229 3.777 6.825
N -0.149 -2.462 2.591
C -0.230 -3.932 2.526
C -0.500 -4.449 1.114
C -1.953 -4.641 0.682
C -2.784 -3.389 0.443
N -3.246 -2.792 1.709
H 0.424 -2.103 1.828
H 0.294 -2.189 3.463
H -1.003 -4.257 3.227
H 0.715 -4.359 2.874
H -0.006 -5.419 1.024
H 0.008 -3.791 0.401
H -2.471 -5.270 1.417
H -1.948 -5.217 -0.246
H -3.644 -3.643 -0.183
H -2.201 -2.631 -0.085
H -3.556 -3.509 2.356
H -4.022 -2.148 1.553
C -3.158 1.001 -0.350
C -2.858 0.175 0.871
O -3.786 -0.079 1.741
N -1.662 -0.290 1.074
Te 0.379 -0.981 -1.047
C 0.586 1.115 -0.808
C 0.294 1.967 -1.876
C -0.240 1.500 -3.204
C 0.511 3.338 -1.718
C 0.980 3.877 -0.535
C 1.200 5.358 -0.379
C 1.239 3.010 0.521
C 1.056 1.639 0.410
C 1.394 0.776 1.596
C 1.667 -1.074 -2.748
C 2.898 -0.413 -2.778
C 3.510 0.262 -1.580
C 3.616 -0.376 -3.975
C 3.164 -0.999 -5.124
C 3.947 -0.942 -6.407
C 1.964 -1.699 -5.057
C 1.209 -1.745 -3.894
C -0.091 -2.507 -3.908
H -4.068 1.575 -0.188
H -3.297 0.344 -1.211
H -2.324 1.668 -0.570
H -0.761 0.547 -3.119
H 0.568 1.370 -3.928
H -0.936 2.237 -3.605
H 0.287 3.997 -2.551
H 0.938 5.894 -1.290
H 2.243 5.576 -0.146
H 0.594 5.759 0.436
H 1.595 3.412 1.465
H 1.646 1.397 2.455
H 2.248 0.128 1.379
H 0.541 0.154 1.863
H 3.097 -0.121 -0.649
H 3.337 1.341 -1.598
H 4.588 0.094 -1.571
H 4.566 0.149 -3.993
H 4.878 -0.392 -6.277
H 3.372 -0.451 -7.194
H 4.193 -1.945 -6.761
H 1.602 -2.219 -5.938
H -0.191 -3.071 -4.835
H -0.946 -1.834 -3.819
H -0.157 -3.213 -3.077
*
```

Here are the Mulliken charges for atoms 1 to 2, given in e: -0.44, -0.37

Record 2
The following is a quantum chemistry calculation of 2 unconnected molecules or ions with the total composition C7H11F3O4S at a distorted geometry, from OMol25.

Highest occupied orbital energy: -0.3544 Eh
Kohn-Sham gap: 10.179 eV
LUMO energy: 0.54 eV

```
! wB97M-V def2-TZVPD RIJCOSX def2/J DEFGRID3
* xyz 0 1
C -2.313 1.261 -1.141
C -1.597 0.129 -1.681
C -1.810 0.201 -0.228
C 3.793 -2.045 0.777
C -0.598 0.367 0.677
C -2.933 -0.694 0.319
C 0.234 1.540 0.324
O 2.559 -0.690 -1.159
O 0.616 1.724 -0.795
O 0.466 2.335 1.362
O 2.199 -0.058 1.209
F -3.232 -0.487 1.600
F -4.076 -0.527 -0.371
F -2.705 -2.029 0.311
S 3.273 -0.324 0.266
H -1.768 2.238 -1.207
H -3.407 1.451 -1.252
H -2.122 -0.544 -2.374
H -0.542 0.171 -1.981
H 3.142 -2.674 0.233
H 3.689 -1.920 1.926
H 4.825 -2.189 0.583
H 0.169 -0.430 0.760
H -0.888 0.546 1.675
H 1.721 -0.182 -1.210
H 1.304 2.831 1.376
*
```

Here are the Mulliken charges for atoms 1 to 2, given in e: -0.72, -0.46

Record 3
The following is a quantum chemistry calculation of CH4N2O2S in the gas phase at a distorted geometry, from OMol25.

Highest occupied orbital energy: -0.3680 Eh
Kohn-Sham gap: 10.393 eV
LUMO energy: 0.38 eV
Energy relative to the best compared isomer or geometry (same formula, charge and spin): 42.8 kcal/mol
SMILES string: C=NS(N)(=O)=O

```
! wB97M-V def2-TZVPD RIJCOSX def2/J DEFGRID3
* xyz 0 1
C 1.817 -0.952 -0.007
N 1.179 0.046 0.351
S -0.840 -0.107 -0.014
N -1.363 1.418 0.422
O -1.378 -1.087 0.866
O -0.985 -0.301 -1.429
H 2.894 -0.926 0.154
H 1.409 -1.845 -0.473
H -0.608 2.077 0.317
H -2.126 1.676 -0.187
*
```

Here are the Mulliken charges for atoms 1 to 2, given in e: -0.16, -0.40

Record 4
The following is a quantum chemistry calculation of a molecular structure, C22H16Cl2N6O5V at a distorted geometry, from OMol25.

Expectation value of S²: 0.793
Highest occupied orbital energy (alpha / beta): 0.0184 / 0.0240 Eh
Kohn-Sham gap (alpha / beta): 3.995 / 3.841 eV
LUMO energy (alpha / beta): 4.49 / 4.49 eV
Energy relative to the best compared isomer or geometry (same formula, charge and spin): 86.2 kcal/mol

```
! wB97M-V def2-TZVPD RIJCOSX def2/J DEFGRID3
* xyz -2 2
V 0.111 -0.330 -0.028
Cl -3.521 2.617 5.017
C -3.052 1.732 3.598
C -1.704 1.538 3.343
C -1.319 0.798 2.230
N -0.041 0.588 1.812
C 1.062 0.934 2.464
O 1.219 1.319 3.623
C 2.221 0.809 1.443
C 3.599 0.610 1.945
C 4.558 0.375 1.024
C 4.356 0.276 -0.384
C 3.179 0.070 -1.083
N 1.996 -0.333 -0.645
C -2.296 0.223 1.361
C -3.646 0.457 1.632
C -4.005 1.205 2.743
Cl -5.692 1.488 3.048
N -1.751 -0.519 0.355
C -2.456 -1.454 -0.339
O -3.698 -1.587 -0.369
C -1.551 -2.377 -1.009
C -2.025 -3.436 -1.785
C -1.156 -4.356 -2.316
C 0.227 -4.169 -2.067
C 0.631 -3.088 -1.324
N -0.201 -2.196 -0.775
H -0.957 1.961 3.996
H 3.767 0.645 3.010
H 5.588 0.290 1.363
H 5.242 0.427 -0.992
H 3.228 0.126 -2.169
H -4.398 0.050 0.973
H -3.092 -3.493 -1.950
H -1.504 -5.190 -2.913
H 0.951 -4.864 -2.472
H 1.690 -2.912 -1.152
N -0.127 -0.268 -2.872
C -0.995 0.893 -2.803
C -0.361 1.980 -1.917
O -0.333 3.146 -2.351
N 0.114 1.559 -0.763
C 0.800 2.545 0.022
C 2.114 2.117 0.658
O 3.024 2.930 0.717
O 1.874 -0.426 0.706
H 0.802 0.003 -3.176
H -0.489 -0.975 -3.503
H -1.956 0.585 -2.378
H -1.180 1.359 -3.788
H 0.145 2.885 0.843
H 1.007 3.433 -0.600
*
```

Here are the Mulliken charges for atoms 1 to 2, given in e: -0.33, -0.27